No. 1
# C17H31N3P2Zn

C17H31N3P2Zn as an isolated structure (ωB97M-V/def2-TZVPD, the OMol25 dataset).

XYZ file:
```
54
Properties=species:S:1:pos:R:3:mulliken_charge:R:1
P 0.5853 2.5206 0.2487 1.545
P 1.7709 -1.8127 1.0379 0.473
C 0.2357 0.6918 0.0858 0.519
C 0.3290 -0.6593 1.0443 0.064
H 0.2141 0.3877 -1.0030 0.239
H -0.8178 0.9147 0.2968 -0.930
H 0.0275 -0.3770 2.0555 0.521
H -0.4131 -1.3567 0.6420 -1.005
C 1.7568 -2.8543 -0.5010 -1.349
H 2.7222 -3.3906 -0.5246 0.404
H 1.7148 -2.2539 -1.4352 0.317
H 0.9453 -3.5781 -0.4884 0.438
C 1.6334 -2.8161 2.5269 -1.149
H 1.0877 -3.7393 2.2877 0.364
H 1.1048 -2.2258 3.2966 0.358
H 2.6619 -3.0327 2.8654 0.326
C 0.4281 3.4496 -1.3046 -1.395
H 1.0311 4.3789 -1.3083 0.429
H -0.6156 3.7403 -1.4227 0.401
H 0.7469 2.8309 -2.1558 0.367
C -0.4642 3.2353 1.5143 -1.433
H -0.6806 2.4657 2.2625 0.391
H -1.3879 3.5634 1.0388 0.411
H -0.0073 4.0970 2.0275 0.482
Zn 2.0929 -0.1196 -0.6542 -0.718
C -2.2979 -1.8105 -0.1448 -0.195
C -1.5450 -1.8922 -1.2687 -0.002
C -2.0859 -1.5391 -2.6073 -1.083
C -2.7251 -0.1550 -2.7048 -0.767
C -2.1273 0.8698 -1.7849 0.197
C -2.6456 1.0856 -0.5536 -0.022
C -3.7699 0.2792 0.0364 -1.181
C -3.6863 -1.2353 -0.1168 -0.855
C 2.2683 2.5257 0.8321 -1.270
H -2.1005 -2.3154 0.8079 0.458
H -0.6346 -2.4987 -1.2828 0.235
H -2.8468 -2.2913 -2.8814 0.340
H -1.2931 -1.6196 -3.3521 0.373
H -2.6165 0.1747 -3.7573 0.489
H -3.7928 -0.2514 -2.4739 0.240
H -1.4027 1.5108 -2.2941 0.160
H -2.4654 2.0350 -0.0345 0.345
H -4.7253 0.6194 -0.4137 0.291
H -3.8569 0.5147 1.1041 0.390
H -4.2180 -1.6538 0.7619 0.436
H -4.2419 -1.5372 -1.0148 0.386
H 2.3335 1.5425 1.3911 0.235
H 2.3524 3.3714 1.4961 0.575
H 2.9415 2.4930 -0.0273 0.360
N 3.8718 -0.3049 0.1338 -0.419
C 4.7285 -0.5360 0.9402 0.937
N 5.4694 -0.8865 1.9113 -0.605
C 6.6757 -0.4387 2.2263 0.440
N 7.7345 -0.1162 2.6390 -0.561
```

For the orbital gap (spin up / spin down), the calculation gives 4.60 / 4.60 eV. The net charge is 0. As for the HOMO energy (spin up / spin down): -4.685 / -4.681 eV.



No. 2
# C17H31NO12P

A 5-piece molecular cluster, C17H31NO12P overall (ωB97M-V/def2-TZVPD, the OMol25 dataset).

XYZ file:
```
62
Properties=species:S:1:pos:R:3:mulliken_charge:R:1
P 6.2329 4.8683 -6.3926 0.077
C 4.4600 4.9339 -6.2416 0.736
C 3.7118 3.7889 -6.4947 -0.192
C 2.3330 3.8795 -6.3387 -0.471
N 1.6945 4.9814 -5.9622 -0.478
C 2.4337 6.0659 -5.7442 -0.432
C 3.8166 6.1098 -5.8696 -0.319
H 6.7954 5.4748 -5.2684 0.181
H 6.7349 5.5335 -7.5130 0.211
H 6.6301 3.5322 -6.3683 0.186
H 4.1777 2.8654 -6.7998 0.320
H 1.7328 3.0036 -6.5350 0.398
H 1.9146 6.9669 -5.4543 0.380
H 4.3544 7.0254 -5.6792 0.379
C 3.6379 1.0520 -2.9515 -0.604
O 4.7837 1.2536 -2.1159 -0.264
C 5.4812 2.3451 -2.3829 0.800
O 5.2266 3.1525 -3.2494 -0.550
O 6.5002 2.4082 -1.5357 -0.312
C 7.3513 3.5446 -1.6836 -0.577
H 3.1582 0.1357 -2.6216 0.203
H 2.9347 1.8752 -2.8420 0.317
H 3.9374 0.9442 -3.9929 0.260
H 6.7950 4.4658 -1.5196 0.293
H 7.8148 3.5507 -2.6697 0.232
H 8.1227 3.4493 -0.9266 0.226
C -0.4869 -3.8697 0.0006 -0.743
O 0.6612 -3.6665 0.8306 -0.267
C 1.3632 -2.5735 0.5488 0.799
O 1.1156 -1.7774 -0.3199 -0.558
O 2.3879 -2.5100 1.3976 -0.304
C 3.2297 -1.3729 1.2130 -0.598
H -0.9540 -4.7869 0.3472 0.239
H -1.1873 -3.0436 0.1065 0.326
H -0.1920 -3.9824 -1.0405 0.341
H 2.6700 -0.4517 1.3657 0.289
H 3.6769 -1.3818 0.2204 0.244
H 4.0167 -1.4360 1.9585 0.240
C -5.1024 -4.8104 4.7678 -0.466
O -3.8824 -5.2991 4.2053 -0.329
C -2.8533 -4.4649 4.3329 0.811
O -2.8843 -3.3792 4.8511 -0.549
O -1.7834 -5.0347 3.7799 -0.348
C -0.5961 -4.2406 3.8451 -0.603
H -5.8558 -5.5728 4.5949 0.242
H -4.9958 -4.6502 5.8388 0.289
H -5.4078 -3.8873 4.2794 0.133
H -0.3171 -4.0486 4.8794 0.371
H -0.7335 -3.3020 3.3121 0.247
H 0.1898 -4.8120 3.3613 0.198
C -10.9913 -1.4371 5.1218 -0.631
O -9.7634 -1.9131 4.5647 -0.310
C -8.7393 -1.0733 4.7029 0.774
O -8.7745 0.0031 5.2364 -0.535
O -7.6650 -1.6341 4.1460 -0.283
C -6.4812 -0.8380 4.2257 -0.702
H -11.7296 -2.2122 4.9395 0.218
H -10.8896 -1.2762 6.1931 0.295
H -11.3025 -0.5159 4.6335 0.294
H -6.2059 -0.6596 5.2633 0.336
H -6.6124 0.1096 3.7068 0.341
H -5.6902 -1.4052 3.7429 0.202
```

For the orbital gap, the calculation gives 7.71 eV. The net charge is +1. As for the HOMO energy: -11.760 eV.



No. 3
# C17H32AlNO5

C17H32AlNO5 as an isolated structure (ωB97M-V/def2-TZVPD, the OMol25 dataset).

XYZ file:
```
56
Properties=species:S:1:pos:R:3:mulliken_charge:R:1
Al 0.1893 3.5913 -0.1144 0.999
C -1.2135 -5.1819 -1.3864 -1.399
C -0.0571 -4.4173 -0.5594 1.129
C 0.9919 -5.5173 -0.3418 -1.103
C 1.8422 -5.8798 -1.5677 -0.550
C 2.4426 -4.6252 -2.1053 -1.296
C 1.3724 -3.5014 -2.4949 1.360
N 0.5215 -3.2446 -1.2204 0.552
O -0.4384 -2.1514 -1.4144 -0.234
C 0.5176 -3.8961 -3.7117 -1.628
C 2.1866 -2.2421 -2.8177 -1.687
C -0.6973 -4.0088 0.8460 -1.533
H -1.7795 -5.9453 -0.8526 0.434
H -0.9526 -5.5558 -2.3765 0.287
H -1.9603 -4.4054 -1.5523 0.433
H 0.4800 -6.4411 -0.0725 0.460
H 1.6965 -5.1233 0.3905 0.362
H 1.2183 -6.1913 -2.4055 0.293
H 2.5101 -6.7245 -1.3993 0.419
H 2.9484 -4.7512 -3.0626 0.497
H 3.0175 -4.1255 -1.3256 0.446
H 0.3851 -4.9496 -3.9578 0.351
H 0.8598 -3.4623 -4.6513 0.439
H -0.4645 -3.4242 -3.6804 0.441
H 2.6978 -1.9705 -1.8942 0.454
H 1.4744 -1.4684 -3.1046 0.441
H 2.9410 -2.5238 -3.5523 0.422
H -1.3311 -4.7653 1.3086 0.391
H -1.3143 -3.1187 0.7226 0.453
H 0.0898 -3.7748 1.5628 0.367
C -5.1418 4.6793 -5.5929 -0.453
C -5.1844 3.2005 -5.7573 -0.562
C -4.2719 2.5933 -4.6925 -0.353
O -3.9841 3.7884 -3.8872 -0.412
C -4.8896 4.7953 -4.0993 -0.431
H -6.0189 5.2575 -5.8835 0.333
H -4.2941 5.0541 -6.1666 0.230
H -4.8443 2.8916 -6.7457 0.301
H -6.1630 2.7361 -5.6359 0.290
H -3.2612 2.3107 -4.9871 0.235
H -4.6891 1.7104 -4.2083 0.255
H -4.5200 5.7889 -3.8459 0.283
H -5.7025 4.5515 -3.4153 0.284
C 2.8245 6.1921 9.9486 -1.433
C 3.7455 5.8024 8.8216 0.545
C 3.7235 4.3374 8.4867 -0.486
O 3.4842 4.1833 7.1707 -0.330
C 3.1157 5.3621 6.6442 0.692
O 2.4986 5.4663 5.6011 -0.571
O 3.2491 6.3114 7.6077 -0.346
H 1.7703 6.0780 9.6962 0.367
H 2.9954 7.2393 10.1984 0.350
H 2.9486 5.6792 10.9024 0.376
H 4.7620 6.1785 8.9372 0.283
H 3.0023 3.7990 9.1017 0.256
H 4.6710 3.8092 8.5924 0.297
```

For the orbital gap, the calculation gives 2.88 eV. The net charge is +2. As for the HOMO energy: -13.036 eV.



No. 4
# C17H32As4O6SW

C17H32As4O6SW as an isolated structure (ωB97M-V/def2-TZVPD, the OMol25 dataset).

XYZ file:
```
61
Properties=species:S:1:pos:R:3:mulliken_charge:R:1
W 0.2067 1.5324 -0.3567 1.643
C -2.2618 -2.8558 -3.4695 -1.075
As -1.4802 -2.1170 -1.8680 0.595
C -0.0188 -0.9859 -2.4473 -1.244
C -0.7082 -3.4592 -0.6864 -1.339
C -1.1106 -3.2813 0.7919 1.167
C -0.8769 -4.6532 1.4739 -1.876
C -0.1992 -2.3251 1.5981 -2.108
As 0.3826 -0.4152 1.4977 0.533
C -0.4011 0.4100 3.0714 -1.183
C 2.2438 -0.6015 1.9765 -1.360
C -2.6170 -2.9924 0.9282 -1.078
As -3.3041 -1.6442 -0.2965 0.547
C -4.9293 -2.2471 -1.1247 -1.179
C -3.6002 0.0921 0.4608 -0.828
H -3.2792 -2.4933 -3.6022 0.414
H -2.2509 -3.9430 -3.3972 0.426
H -1.6571 -2.5377 -4.3183 0.446
H 0.5076 -1.6519 -3.1388 0.627
H 0.6804 -0.7845 -1.6334 0.336
H -0.3475 -0.1075 -2.9971 0.459
H 0.3770 -3.4267 -0.8016 0.614
H -1.0464 -4.4295 -1.0554 0.623
H 0.1571 -4.9764 1.3504 0.492
H -1.5225 -5.4133 1.0327 0.518
H -1.0952 -4.6052 2.5410 0.445
H 0.7884 -2.7898 1.6341 0.870
H -0.5677 -2.3267 2.6271 0.688
H -0.4328 -0.3229 3.8768 0.521
H -1.3959 0.8176 2.9015 0.337
H 0.2694 1.2228 3.3512 0.431
H 2.2922 -1.2037 2.8843 0.555
H 2.6609 0.3847 2.1691 0.444
H 2.8025 -1.0816 1.1753 0.430
H -2.8960 -2.7289 1.9497 0.636
H -3.1874 -3.8856 0.6596 0.495
H -4.7916 -3.2265 -1.5802 0.477
H -5.2596 -1.5132 -1.8589 0.462
H -5.6739 -2.3230 -0.3286 0.452
H -2.7256 0.4277 1.0058 0.053
H -4.4476 -0.0284 1.1402 0.519
H -3.8500 0.7891 -0.3335 0.417
O 0.8175 6.1275 1.1226 -0.519
As 0.8174 5.0986 -0.2418 0.667
O -1.3827 1.1640 -0.8566 -0.483
O 0.0904 2.8033 0.7621 -0.648
C 2.6760 4.6735 -0.1745 0.095
C 3.4811 5.6617 0.4020 -0.157
C 4.8725 5.6410 0.2802 -0.798
C 5.4879 4.6394 -0.4357 -0.677
C 4.7193 3.6228 -1.0162 -0.747
C 3.3427 3.6380 -0.8855 0.688
S 2.6116 2.1982 -1.5700 1.283
O 3.3301 1.7140 -2.6743 -0.495
O 2.3379 1.1837 -0.4622 -0.451
O 1.1029 2.5170 -1.8635 -0.543
H 0.0042 6.6432 1.2682 0.383
H 3.0261 6.4846 0.9352 0.593
H 5.4562 6.4304 0.7356 0.455
H 6.5629 4.6264 -0.5593 0.463
H 5.2116 2.8334 -1.5696 0.487
```

For the orbital gap, the calculation gives 7.56 eV. The net charge is +4. As for the HOMO energy: -20.595 eV.